No. 1
{
  "formula": "C4H3NO3S",
  "method": "ωB97M-V/def2-TZVPD",
  "species": ["N", "C", "O", "C", "C", "O", "S", "C", "O", "H", "H", "H"],
  "xyz": [[-1.739, -0.710, -0.465], [-1.188, 0.321, 0.190], [-1.707, 1.433, 0.324], [0.271, 0.048, 0.549], [1.126, -0.917, -0.175], [1.004, -2.075, -0.469], [2.522, 0.185, -0.592], [1.478, 1.401, 0.113], [1.566, 2.509, 0.469], [-1.102, -1.597, -0.590], [-2.658, -0.582, -1.023], [0.428, -0.016, 1.669]],
  "forces_ev_per_angstrom": [[-0.56, -2.57, -1.66], [-0.07, 1.76, -0.83], [0.80, -1.71, 0.29], [0.91, 3.30, 1.59], [0.74, -0.54, -0.67], [-0.13, 0.89, 0.26], [0.63, -0.38, -0.59], [-2.31, -2.89, 1.66], [0.04, 0.31, -0.48], [-2.17, 2.27, 0.09], [2.33, -0.38, 1.54], [-0.23, -0.06, -1.21]],
  "lowdin_charge": [0.139, -0.549, 0.047, -0.105, -0.646, 0.060, 1.052, -0.586, 0.108, 0.141, 0.166, 0.172],
  "smiles": "NC(=O)C1C(=O)SC1=O",
  "homo_lumo_gap_ev": 9.96,
  "largest_force_ev_per_a": 4.05,
  "molar_mass_g_mol": 145.1,
  "relative_energy_kcal_mol": 7.2
}

***

No. 2
{
  "formula": "C4H3NOS",
  "method": "ωB97M-V/def2-TZVPD",
  "species": ["C", "C", "C", "C", "N", "O", "S", "H", "H", "H"],
  "xyz": [[-0.593, -1.172, -0.323], [0.627, -0.852, -0.951], [1.053, 1.254, 0.077], [0.652, 2.200, 0.768], [1.330, 0.237, -0.732], [-2.590, -0.978, 1.173], [-1.328, -0.231, 0.899], [-1.083, -1.975, -0.642], [0.988, -1.503, -1.630], [0.944, 3.020, 1.360]],
  "forces_ev_per_angstrom": [[1.30, 4.63, 2.54], [-0.30, 3.91, 2.87], [-1.15, -0.15, 0.05], [1.45, -1.86, -1.06], [0.05, -0.15, -0.24], [0.65, 0.98, 0.36], [-0.72, -2.74, -1.66], [-2.28, -3.28, -0.96], [1.35, -2.05, -2.23], [-0.35, 0.70, 0.33]],
  "lowdin_charge": [-0.279, -0.185, -0.268, 0.086, 0.053, -0.554, 1.024, 0.025, 0.077, 0.019],
  "homo_lumo_gap_ev": [7.25, 7.34],
  "largest_force_ev_per_a": 5.44,
  "molar_mass_g_mol": 113.1,
  "relative_energy_kcal_mol": 84.2
}

***

No. 3
{
  "formula": "C4H3NOS2",
  "method": "ωB97M-V/def2-TZVPD",
  "species": ["S", "C", "C", "C", "O", "C", "S", "N", "H", "H", "H"],
  "xyz": [[1.496, 0.680, 2.678], [0.692, 0.300, 1.286], [-0.740, 0.073, 1.308], [-1.340, -0.191, 0.120], [-0.619, -0.244, -1.024], [0.721, -0.038, -0.949], [1.554, -0.134, -2.451], [1.407, 0.260, 0.085], [-1.229, 0.113, 2.214], [-2.415, -0.395, -0.073], [0.472, -0.423, -3.194]],
  "forces_ev_per_angstrom": [[-0.31, -0.20, -0.39], [1.06, 0.72, 1.30], [0.56, -0.51, -3.43], [-0.48, 0.08, 1.46], [0.32, -0.16, -0.57], [-0.11, 0.33, 0.26], [0.13, -0.12, -0.70], [-1.14, -0.47, 0.11], [-1.10, 0.06, 1.62], [1.00, 0.23, 0.27], [0.05, 0.02, 0.08]],
  "lowdin_charge": [0.664, -0.833, -0.079, -0.062, -0.022, -0.756, 0.920, 0.047, 0.076, 0.148, -0.103],
  "smiles": "S=c1ccoc(S)n1",
  "homo_lumo_gap_ev": 8.01,
  "largest_force_ev_per_a": 3.51,
  "molar_mass_g_mol": 145.2,
  "relative_energy_kcal_mol": 22.4
}

***

No. 4
{
  "formula": "C4H3NOS2",
  "method": "ωB97M-V/def2-TZVPD",
  "species": ["S", "C", "C", "N", "O", "C", "C", "S", "H", "H", "H"],
  "xyz": [[0.190, 2.130, 1.464], [-0.388, 1.055, 0.339], [-1.819, 0.868, 0.019], [-1.947, -0.294, -0.486], [-0.685, -0.855, -0.769], [0.263, -0.125, -0.125], [1.579, -0.263, 0.049], [2.338, -1.747, -0.500], [-2.746, 1.271, 0.219], [2.239, 0.568, 0.239], [0.976, -2.607, -0.449]],
  "forces_ev_per_angstrom": [[-0.32, -0.24, -0.94], [-0.66, 2.12, 2.54], [2.56, -2.22, -0.63], [-0.12, -0.71, -1.24], [0.17, -1.26, 0.56], [-0.72, 2.38, -0.01], [0.45, -2.18, -1.92], [-2.98, -1.66, 0.48], [-1.32, 1.78, 0.78], [-0.24, 0.05, 0.61], [3.17, 1.94, -0.22]],
  "lowdin_charge": [0.708, -0.679, -0.111, 0.110, -0.047, -0.470, -0.461, 0.735, 0.103, 0.065, 0.048],
  "smiles": "S=C1C=NO/C1=C\\S",
  "homo_lumo_gap_ev": 6.81,
  "largest_force_ev_per_a": 3.72,
  "molar_mass_g_mol": 145.2,
  "relative_energy_kcal_mol": 86.0
}

***

No. 5
{
  "formula": "C4H3NS",
  "method": "ωB97M-V/def2-TZVPD",
  "species": ["S", "C", "C", "C", "C", "N", "H", "H", "H"],
  "xyz": [[1.323, 2.097, -1.389], [0.631, 0.858, -0.612], [-0.766, 0.515, -0.449], [-0.825, -0.562, 0.354], [0.574, -0.861, 0.723], [1.419, -0.109, 0.132], [-1.715, 0.906, -0.854], [-1.577, -1.244, 0.770], [0.935, -1.600, 1.325]],
  "forces_ev_per_angstrom": [[-0.48, -0.49, 0.22], [1.36, 0.32, -0.09], [-2.87, -1.02, 0.30], [0.58, -0.72, 0.81], [-0.31, 1.84, -1.99], [0.23, 0.82, -0.21], [1.18, 0.38, -0.12], [-0.29, 0.93, -0.62], [0.59, -2.07, 1.70]],
  "lowdin_charge": [0.791, -0.845, -0.120, -0.039, -0.136, 0.036, 0.119, 0.112, 0.082],
  "smiles": "S=C1C=CC=N1",
  "homo_lumo_gap_ev": 7.44,
  "largest_force_ev_per_a": 3.06,
  "molar_mass_g_mol": 97.1,
  "relative_energy_kcal_mol": 8.1
}

***

No. 6
{
  "formula": "C4H3NS",
  "method": "ωB97M-V/def2-TZVPD",
  "species": ["C", "C", "N", "S", "C", "C", "H", "H", "H"],
  "xyz": [[1.099, -0.692, 0.639], [-0.083, -0.089, 0.085], [-0.249, 0.244, -1.580], [-1.597, 1.154, -1.769], [-2.165, 1.245, -0.177], [-1.249, 0.508, 0.297], [1.283, 0.013, 1.460], [1.890, -0.751, -0.086], [1.072, -1.632, 1.131]],
  "forces_ev_per_angstrom": [[0.49, 1.12, 1.05], [-1.88, 0.84, -6.61], [1.86, -1.61, 4.27], [-0.48, -0.04, 1.80], [-1.03, 0.61, -1.24], [0.55, -0.09, 0.91], [1.00, -0.11, -0.10], [0.33, 0.40, -0.24], [-0.83, -1.11, 0.16]],
  "lowdin_charge": [-0.056, -0.224, -0.317, 0.890, -0.363, -0.193, 0.101, 0.088, 0.074],
  "smiles": "CC1=NS2#CC=21",
  "homo_lumo_gap_ev": 8.02,
  "largest_force_ev_per_a": 6.93,
  "molar_mass_g_mol": 97.1,
  "relative_energy_kcal_mol": 115.0
}

***

No. 7
{
  "formula": "C4H3NS",
  "method": "ωB97M-V/def2-TZVPD",
  "species": ["C", "C", "C", "C", "N", "S", "H", "H", "H"],
  "xyz": [[1.057, 0.735, -0.409], [-1.487, -0.258, 0.261], [0.642, 0.837, 0.842], [0.635, -0.633, -0.363], [-0.685, -0.947, -0.473], [-0.886, 0.855, 1.427], [1.953, 0.953, -0.954], [-2.590, -0.219, 0.057], [1.361, -1.323, -0.388]],
  "forces_ev_per_angstrom": [[1.51, -1.96, -0.11], [-2.02, -0.75, -1.87], [0.25, 2.33, -0.23], [-2.14, 2.62, -0.35], [-0.88, 0.41, 1.02], [-0.12, -0.40, 1.73], [0.18, 1.06, -0.16], [1.10, -0.30, 0.14], [2.14, -3.01, -0.17]],
  "lowdin_charge": [-0.125, -0.485, -0.419, -0.209, 0.020, 0.948, 0.098, 0.090, 0.082],
  "homo_lumo_gap_ev": 8.26,
  "largest_force_ev_per_a": 3.70,
  "molar_mass_g_mol": 97.1,
  "relative_energy_kcal_mol": 68.5
}

***

No. 8
{
  "formula": "C4H3NS2",
  "method": "ωB97M-V/def2-TZVPD",
  "species": ["N", "C", "C", "C", "S", "C", "S", "H", "H", "H"],
  "xyz": [[-1.879, 1.920, 0.112], [-0.734, 1.276, 0.266], [0.099, 0.138, 0.445], [-0.717, -1.030, -0.320], [-1.048, -2.470, 0.145], [1.456, 0.351, -0.275], [2.710, -0.642, 0.145], [0.314, -0.123, 1.578], [-1.568, -0.738, -1.067], [1.367, 1.318, -1.028]],
  "forces_ev_per_angstrom": [[11.10, -5.61, 1.36], [-12.45, 6.64, -0.92], [1.53, -1.97, 0.22], [-2.38, 2.85, -0.77], [0.62, -2.63, 1.31], [0.39, 0.61, -0.06], [-1.43, 1.74, -1.12], [-0.69, 0.35, -2.37], [2.44, 0.74, 0.72], [0.87, -2.72, 1.63]],
  "lowdin_charge": [0.144, -0.187, -0.477, -0.702, 0.766, -0.622, 0.686, 0.176, 0.080, 0.136],
  "smiles": "N#CC(C=S)C=S",
  "homo_lumo_gap_ev": 7.74,
  "largest_force_ev_per_a": 14.14,
  "molar_mass_g_mol": 129.2,
  "relative_energy_kcal_mol": 81.8
}